Record 1
Formula: C27H62Ca3N3O13P2
Source: the Open Molecules 2025 dataset
Level of theory: wB97M-V/def2-TZVPD

Charge: -1
HOMO-LUMO gap, eV: 2.00

Structure (XYZ):
```
110
Properties=species:S:1:pos:R:3:lowdin_charge:R:1
Ca 0.191 3.105 2.315 1.500
Ca 3.809 -0.575 3.929 1.373
Ca -0.646 -0.339 -3.364 1.558
P 2.982 3.287 5.671 -0.222
O 3.300 2.942 4.179 -0.555
O 3.511 1.967 6.317 -0.469
O 1.460 3.374 5.661 -0.527
O 3.895 4.343 6.225 -0.418
P 1.100 -0.912 0.538 -0.151
O 0.664 -0.645 1.991 -0.541
O 2.654 -1.069 0.601 -0.552
O 0.661 0.469 -0.167 -0.603
O 0.338 -1.910 -0.372 -0.553
O -2.703 4.838 -4.992 0.062
C -2.242 3.603 -4.647 -0.879
O -2.639 2.947 -3.680 -0.080
O -1.330 3.094 -5.359 -0.129
H -2.169 4.962 -5.780 0.087
C -5.453 0.219 4.468 -0.193
C -6.029 0.652 3.136 -0.155
C -4.712 0.733 2.417 -0.253
O -3.897 1.413 3.341 -0.145
C -4.179 0.959 4.653 -0.203
H -5.342 -0.864 4.508 0.118
H -6.055 0.406 5.357 0.110
H -6.355 1.684 3.012 0.118
H -6.706 -0.027 2.617 0.115
H -4.720 1.131 1.403 0.122
H -4.273 -0.236 2.182 0.122
H -4.119 1.839 5.293 0.125
H -3.426 0.254 5.007 0.123
C -6.374 -2.994 -5.613 -0.163
C -6.093 -3.571 -4.219 -0.175
C -4.590 -3.580 -4.135 -0.269
O -4.235 -2.424 -4.753 -0.161
C -5.240 -1.950 -5.653 -0.177
H -7.308 -2.471 -5.814 0.112
H -6.265 -3.771 -6.370 0.107
H -6.378 -4.615 -4.092 0.112
H -6.505 -2.914 -3.453 0.119
H -4.187 -4.435 -4.678 0.123
H -4.290 -3.514 -3.089 0.130
H -4.977 -2.087 -6.702 0.119
H -5.598 -1.023 -5.205 0.130
C 0.558 9.272 2.486 -0.091
C 0.642 7.760 2.722 -0.183
N -0.190 7.009 1.688 -0.226
C 0.192 7.013 0.285 -0.258
C 1.640 6.393 0.033 -0.054
C -1.623 7.315 1.696 -0.263
C -2.163 6.910 3.101 -0.076
H 0.738 9.513 1.438 0.061
H 1.341 9.841 2.987 0.073
H -0.402 9.705 2.767 0.065
H 1.678 7.470 2.545 0.104
H 0.397 7.528 3.758 0.112
H -0.578 6.518 -0.307 0.106
H 0.158 8.058 -0.026 0.097
H 1.796 5.364 0.354 0.044
H 1.622 6.369 -1.057 0.068
H 2.446 6.951 0.509 0.066
H -1.996 6.547 1.019 0.094
H -1.854 8.295 1.276 0.114
H -1.503 6.242 3.654 0.064
H -3.128 6.422 2.962 0.063
H -2.305 7.823 3.680 0.066
C 4.534 -5.427 2.761 -0.080
C 3.291 -5.425 3.741 -0.253
N 3.398 -4.571 4.911 -0.205
C 2.147 -4.678 5.553 -0.319
C 2.024 -3.572 6.635 -0.061
C 4.556 -4.930 5.736 -0.234
C 4.347 -6.116 6.720 -0.072
H 4.174 -5.595 1.746 0.066
H 5.303 -6.181 2.932 0.058
H 4.960 -4.425 2.704 0.061
H 2.515 -4.966 3.128 0.112
H 2.922 -6.447 3.831 0.112
H 1.870 -5.663 5.928 0.108
H 1.360 -4.442 4.836 0.119
H 1.123 -3.702 7.235 0.075
H 1.782 -2.752 5.959 0.057
H 2.946 -3.406 7.193 0.064
H 5.411 -5.118 5.087 0.095
H 4.832 -3.984 6.201 0.099
H 3.710 -5.688 7.494 0.062
H 4.005 -7.104 6.413 0.073
H 5.298 -6.347 7.199 0.065
C 2.410 -4.775 -6.758 -0.088
C 1.444 -3.757 -6.171 -0.268
N 1.909 -2.346 -6.156 -0.200
C 2.096 -1.750 -7.484 -0.246
C 0.836 -1.833 -8.437 -0.065
C 3.122 -2.265 -5.345 -0.271
C 3.744 -0.872 -5.099 -0.073
H 3.171 -4.841 -5.980 0.065
H 2.837 -4.270 -7.624 0.068
H 2.022 -5.777 -6.943 0.080
H 0.530 -3.871 -6.754 0.095
H 1.197 -4.069 -5.157 0.110
H 2.369 -0.702 -7.361 0.105
H 2.984 -2.175 -7.953 0.101
H 0.745 -1.079 -9.220 0.068
H 0.705 -2.830 -8.857 0.061
H 0.002 -1.640 -7.762 0.061
H 3.816 -2.889 -5.908 0.098
H 3.022 -2.669 -4.338 0.123
H 2.962 -0.129 -4.944 0.062
H 4.458 -0.554 -5.859 0.075
H 4.116 -0.981 -4.080 0.078
```

Record 2
Formula: C27H63FeN9O13P
Source: the Open Molecules 2025 dataset
Level of theory: wB97M-V/def2-TZVPD

Multiplicity: 5
Charge: -1
HOMO-LUMO gap (alpha / beta), eV: 3.50 / 3.50

Structure (XYZ):
```
114
Properties=species:S:1:pos:R:3:lowdin_spin:R:1
Fe -1.928 -0.427 19.203 3.669
P -1.385 -2.777 18.263 0.010
O -0.562 -1.493 18.220 0.075
O -0.777 -4.012 18.997 0.006
O -1.620 -3.569 16.947 0.007
O -2.657 -2.197 19.003 0.100
C -0.322 2.374 19.486 0.010
O -1.151 1.546 19.086 0.023
N 1.013 2.277 19.393 0.006
C 1.821 3.129 20.257 0.001
C 1.674 1.177 18.742 0.000
H -0.626 3.199 20.150 0.001
H 2.842 3.371 19.962 0.000
H 2.102 2.697 21.218 0.000
H 1.306 4.043 20.553 0.000
H 2.205 0.539 19.448 0.000
H 1.035 0.523 18.148 0.000
H 2.589 1.468 18.226 0.000
C -3.972 0.169 16.711 0.007
O -3.070 0.327 17.587 0.021
N -5.228 0.679 16.831 0.003
C -6.233 0.473 15.824 0.000
C -5.661 1.587 17.875 0.000
H -3.873 -0.461 15.814 0.000
H -5.793 0.199 14.865 0.000
H -6.667 1.472 15.790 0.000
H -7.004 -0.208 16.182 0.000
H -6.439 1.106 18.468 0.000
H -4.837 1.961 18.483 0.000
H -6.131 2.481 17.466 0.000
C -0.750 -1.407 21.977 -0.003
O -1.106 -0.629 21.036 0.037
N -0.479 -0.931 23.208 -0.005
C -0.604 0.472 23.609 0.000
C -0.123 -1.942 24.200 0.000
H -0.681 -2.492 21.804 0.000
H 0.249 0.983 24.056 0.000
H -1.366 0.658 24.366 0.000
H -0.776 1.080 22.721 0.000
H -0.828 -1.947 25.032 0.000
H 0.053 -2.980 23.922 0.000
H 0.867 -1.719 24.598 0.000
C -2.497 -4.779 21.888 0.000
O -2.145 -4.484 23.042 0.000
N -3.635 -5.322 21.524 0.000
C -4.793 -5.590 22.384 0.000
C -3.854 -5.773 20.172 0.000
H -1.859 -4.608 21.007 0.000
H -4.858 -6.665 22.556 0.000
H -5.742 -5.252 21.968 0.000
H -4.670 -5.143 23.370 0.000
H -4.476 -5.140 19.538 0.000
H -2.908 -5.924 19.653 0.000
H -4.334 -6.748 20.253 0.000
C -5.839 -2.613 17.976 0.000
O -6.432 -2.744 16.917 0.000
N -6.301 -3.052 19.146 0.000
C -5.615 -2.625 20.378 0.000
C -7.628 -3.712 19.371 0.000
H -4.909 -2.027 18.044 0.000
H -5.770 -1.555 20.516 0.000
H -4.557 -2.816 20.198 0.000
H -5.954 -3.277 21.183 0.000
H -8.014 -3.980 18.387 0.000
H -7.634 -4.715 19.797 0.000
H -8.265 -2.967 19.848 0.000
C 4.466 -0.311 20.977 0.000
O 4.824 -0.087 19.843 0.000
N 3.656 -1.389 21.094 0.000
C 3.469 -1.913 22.432 0.000
C 3.215 -2.160 19.994 0.000
H 4.598 0.239 21.921 0.000
H 3.842 -1.322 23.269 0.000
H 3.901 -2.906 22.553 0.000
H 2.404 -2.048 22.622 0.000
H 2.232 -2.621 20.086 0.000
H 3.114 -1.621 19.053 0.000
H 3.969 -2.920 19.786 0.000
C -4.243 1.008 21.233 0.003
O -3.479 0.376 20.494 0.025
N -4.561 0.669 22.491 0.000
C -4.879 1.855 23.388 0.000
C -4.229 -0.627 23.080 0.000
H -4.696 1.969 20.943 0.000
H -4.110 1.982 24.150 0.000
H -5.728 1.475 23.957 0.000
H -5.093 2.724 22.766 0.000
H -5.114 -0.889 23.659 0.000
H -4.131 -1.468 22.394 0.000
H -3.389 -0.693 23.772 0.000
C -0.881 4.377 13.139 0.000
O -1.136 4.896 12.049 0.000
N -1.682 4.388 14.251 0.000
C -1.258 3.729 15.475 0.000
C -2.985 4.882 14.230 0.000
H 0.112 4.021 13.455 0.000
H -1.932 2.902 15.698 0.000
H -1.236 4.355 16.368 0.000
H -0.255 3.317 15.363 0.000
H -3.163 5.792 14.803 0.000
H -3.205 5.117 13.188 0.000
H -3.677 4.105 14.555 0.000
C 1.047 -1.981 14.873 0.000
O 2.192 -2.350 14.484 0.000
N 0.510 -0.765 14.630 0.000
C -0.805 -0.489 15.215 0.000
C 1.208 0.301 13.888 0.000
H 0.383 -2.642 15.450 0.000
H -1.285 -1.411 15.542 0.000
H -1.516 -0.077 14.499 0.000
H -0.573 0.188 16.038 0.000
H 0.526 0.606 13.094 0.000
H 1.450 1.169 14.501 0.000
H 2.064 -0.065 13.322 0.000
```

> Which formula does entry 1 have?

C27H62Ca3N3O13P2